A 16-piece molecular cluster, C73H189N11O23 overall, computed with wB97M-V/def2-TZVPD.

Results
HOMO energy = -8.4 eV
Frontier orbital gap = 0.32198 hartree
Total charge = 0
Calculated total energy = -5226.782361 Ha

Last column: Löwdin charge in e.
Atoms and positions in Å:
C: -35.501 -1.813 -2.863  -0.037
O: -35.763 -1.294 -1.520  -0.172
C: -34.858 -0.445 -1.058  -0.316
C: -35.118 -0.144 0.421  -0.185
N: -36.298 0.672 0.765  -0.053
C: -36.563 0.569 2.228  -0.184
C: -35.545 1.376 3.093  -0.165
O: -34.394 0.522 3.276  -0.243
C: -33.620 0.683 4.468  -0.088
H: -35.674 -2.887 -2.798  0.064
H: -34.434 -1.820 -3.088  0.075
H: -36.051 -1.206 -3.582  0.094
H: -34.766 0.486 -1.617  0.124
H: -33.834 -0.803 -1.163  0.115
H: -34.302 0.428 0.863  0.113
H: -35.054 -1.133 0.875  0.089
H: -37.207 0.547 0.343  0.090
H: -36.615 -0.494 2.465  0.104
H: -37.538 1.056 2.208  0.113
H: -35.975 1.642 4.058  0.116
H: -35.164 2.184 2.468  0.122
H: -33.704 -0.197 5.105  0.062
H: -33.968 1.588 4.966  0.082
H: -32.561 0.809 4.239  0.084
C: -47.428 -1.356 6.247  -0.125
O: -46.322 -0.474 6.168  -0.187
C: -45.041 -1.190 6.356  -0.139
C: -44.556 -2.062 5.103  -0.182
N: -44.077 -1.254 4.013  -0.093
C: -44.064 -2.039 2.814  -0.177
C: -43.519 -1.186 1.659  -0.209
O: -44.493 -0.250 1.188  -0.165
C: -43.944 0.753 0.369  -0.104
H: -47.398 -1.971 5.347  0.075
H: -48.307 -0.714 6.182  0.087
H: -47.592 -1.991 7.117  0.088
H: -44.972 -1.843 7.226  0.112
H: -44.274 -0.437 6.539  0.099
H: -45.427 -2.621 4.761  0.100
H: -43.755 -2.743 5.390  0.126
H: -44.822 -0.577 3.934  0.112
H: -45.077 -2.309 2.517  0.127
H: -43.480 -2.958 2.867  0.131
H: -43.309 -1.912 0.874  0.099
H: -42.531 -0.756 1.826  0.119
H: -43.273 1.393 0.942  0.084
H: -44.706 1.436 -0.007  0.091
H: -43.440 0.372 -0.519  0.062
C: -30.940 -10.089 -4.969  -0.104
O: -32.069 -9.863 -5.815  -0.204
C: -31.895 -8.665 -6.575  -0.195
C: -33.065 -8.558 -7.626  -0.147
N: -33.041 -7.252 -8.340  -0.092
C: -33.551 -6.098 -7.808  -0.255
C: -33.316 -4.962 -8.818  -0.187
O: -34.072 -3.797 -8.583  -0.222
C: -33.894 -3.191 -7.335  -0.108
H: -30.136 -10.415 -5.628  0.089
H: -31.214 -10.860 -4.249  0.072
H: -30.643 -9.220 -4.382  0.085
H: -30.924 -8.607 -7.068  0.121
H: -32.002 -7.798 -5.924  0.103
H: -34.051 -8.697 -7.182  0.101
H: -33.002 -9.347 -8.376  0.109
H: -33.125 -7.338 -9.343  0.107
H: -33.027 -5.913 -6.870  0.103
H: -34.628 -6.183 -7.664  0.122
H: -33.575 -5.286 -9.826  0.118
H: -32.273 -4.726 -9.024  0.128
H: -34.380 -3.785 -6.561  0.065
H: -34.462 -2.265 -7.410  0.095
H: -32.837 -3.050 -7.109  0.102
C: -40.120 -2.837 -11.669  -0.090
O: -38.776 -3.244 -11.533  -0.240
C: -37.818 -2.304 -11.697  -0.225
C: -36.592 -2.852 -10.952  -0.221
N: -36.532 -2.554 -9.578  -0.059
C: -37.652 -3.133 -8.909  -0.189
C: -37.609 -3.041 -7.350  -0.237
O: -38.561 -3.685 -6.581  -0.161
C: -38.235 -3.572 -5.149  -0.062
H: -40.444 -2.106 -10.929  0.089
H: -40.622 -3.805 -11.643  0.092
H: -40.380 -2.468 -12.661  0.084
H: -38.134 -1.437 -11.116  0.126
H: -37.744 -2.225 -12.781  0.132
H: -35.629 -2.499 -11.321  0.122
H: -36.390 -3.902 -11.164  0.098
H: -35.714 -2.905 -9.100  0.067
H: -37.602 -4.181 -9.202  0.120
H: -38.599 -2.649 -9.148  0.117
H: -37.693 -1.972 -7.159  0.124
H: -36.576 -3.277 -7.093  0.090
H: -37.306 -4.032 -4.814  0.072
H: -39.014 -4.064 -4.567  0.077
H: -38.220 -2.542 -4.794  0.069
C: -39.320 -2.540 0.948  -0.111
O: -38.976 -3.409 -0.113  -0.217
C: -37.656 -4.073 0.081  -0.124
C: -37.601 -5.181 -1.003  -0.180
N: -37.853 -6.481 -0.405  -0.040
C: -37.599 -7.496 -1.390  -0.207
C: -36.194 -7.522 -2.040  -0.182
O: -36.036 -6.648 -3.145  -0.206
C: -36.093 -7.259 -4.335  -0.159
H: -39.022 -3.061 1.857  0.082
H: -40.375 -2.272 1.009  0.085
H: -38.768 -1.602 0.891  0.074
H: -37.682 -4.401 1.121  0.095
H: -36.824 -3.370 0.061  0.104
H: -36.669 -5.141 -1.568  0.087
H: -38.389 -4.945 -1.718  0.121
H: -37.219 -6.640 0.365  0.100
H: -38.310 -7.541 -2.215  0.120
H: -37.682 -8.433 -0.841  0.114
H: -36.005 -8.558 -2.323  0.108
H: -35.486 -7.364 -1.227  0.123
H: -35.340 -8.022 -4.528  0.084
H: -35.758 -6.495 -5.036  0.090
H: -37.100 -7.530 -4.653  0.086
C: -45.834 -13.298 -5.563  -0.109
O: -45.326 -12.042 -6.039  -0.219
C: -43.909 -11.806 -5.880  -0.180
C: -43.662 -10.313 -6.340  -0.166
N: -43.448 -9.489 -5.159  -0.063
C: -42.056 -9.724 -4.616  -0.171
C: -40.953 -9.103 -5.460  -0.167
O: -41.051 -7.659 -5.225  -0.236
C: -40.052 -6.820 -5.962  -0.023
H: -46.165 -13.877 -6.425  0.075
H: -46.669 -13.023 -4.919  0.085
H: -45.172 -14.058 -5.150  0.080
H: -43.421 -12.368 -6.676  0.109
H: -43.674 -12.102 -4.858  0.112
H: -44.545 -9.943 -6.863  0.121
H: -42.789 -10.183 -6.978  0.099
H: -44.169 -9.443 -4.453  0.115
H: -41.910 -10.768 -4.337  0.099
H: -42.125 -9.043 -3.768  0.101
H: -41.064 -9.225 -6.538  0.112
H: -39.998 -9.519 -5.141  0.098
H: -39.082 -6.732 -5.472  0.056
H: -40.282 -5.756 -6.011  0.064
H: -39.861 -7.261 -6.940  0.090
C: -34.083 -3.169 2.505  -0.076
O: -33.577 -3.986 3.599  -0.222
C: -32.779 -3.214 4.491  -0.215
C: -32.067 -4.142 5.571  -0.157
N: -31.535 -3.596 6.866  -0.058
C: -32.454 -2.725 7.607  -0.201
C: -32.085 -2.410 9.132  -0.200
O: -30.992 -1.503 9.314  -0.181
C: -30.419 -1.783 10.574  -0.125
H: -34.260 -3.968 1.786  0.077
H: -33.407 -2.417 2.099  0.090
H: -35.074 -2.758 2.700  0.070
H: -33.427 -2.476 4.965  0.093
H: -31.961 -2.658 4.033  0.116
H: -31.339 -4.736 5.017  0.113
H: -32.866 -4.797 5.919  0.095
H: -30.640 -3.129 6.844  0.101
H: -33.484 -3.045 7.451  0.113
H: -32.551 -1.720 7.199  0.093
H: -31.956 -3.361 9.647  0.109
H: -33.001 -1.924 9.470  0.113
H: -29.410 -1.371 10.581  0.086
H: -30.297 -2.857 10.717  0.082
H: -31.012 -1.325 11.366  0.089
C: -32.391 -10.214 -1.927  -0.057
C: -32.910 -9.825 -0.521  -0.435
C: -32.345 -10.799 0.489  -0.198
O: -32.401 -12.181 0.096  -0.189
C: -33.707 -12.810 0.114  -0.087
N: -32.536 -8.462 -0.166  0.060
H: -32.503 -11.286 -2.090  0.075
H: -31.335 -9.943 -1.924  0.081
H: -32.788 -9.594 -2.730  0.062
H: -33.996 -9.913 -0.536  0.124
H: -32.746 -10.550 1.471  0.122
H: -31.265 -10.691 0.586  0.129
H: -34.443 -12.306 0.739  0.090
H: -33.601 -13.839 0.459  0.080
H: -34.115 -13.033 -0.872  0.059
H: -32.716 -7.944 -1.015  0.025
H: -31.530 -8.375 -0.190  0.078
C: -38.982 -11.435 -2.352  -0.035
C: -37.586 -11.743 -2.947  -0.443
C: -37.247 -10.885 -4.122  -0.208
O: -36.340 -11.482 -4.985  -0.157
C: -35.032 -11.283 -4.620  -0.121
N: -36.728 -11.807 -1.824  0.035
H: -39.254 -12.260 -1.694  0.083
H: -39.671 -11.377 -3.194  0.056
H: -38.995 -10.427 -1.936  0.071
H: -37.608 -12.794 -3.235  0.143
H: -37.016 -9.823 -4.032  0.105
H: -38.134 -10.820 -4.752  0.115
H: -34.498 -11.993 -5.252  0.103
H: -34.649 -11.545 -3.634  0.070
H: -34.840 -10.227 -4.807  0.074
H: -35.868 -12.303 -2.010  0.040
H: -37.089 -12.450 -1.134  0.075
C: -35.625 -8.419 2.647  -0.057
C: -35.062 -7.106 3.199  -0.426
C: -35.542 -6.771 4.658  -0.189
O: -36.714 -6.054 4.931  -0.183
C: -36.781 -4.688 4.499  -0.071
N: -33.617 -7.219 3.239  0.038
H: -36.713 -8.474 2.601  0.075
H: -35.423 -9.238 3.337  0.075
H: -35.140 -8.674 1.705  0.055
H: -35.191 -6.232 2.560  0.106
H: -34.759 -6.250 5.211  0.102
H: -35.533 -7.753 5.131  0.122
H: -35.930 -4.129 4.887  0.078
H: -37.760 -4.341 4.832  0.094
H: -36.688 -4.684 3.413  0.057
H: -33.247 -7.388 2.315  0.046
H: -33.272 -6.309 3.508  0.041
C: -38.652 -7.024 -12.197  -0.048
C: -37.091 -6.711 -11.977  -0.394
C: -36.571 -7.481 -10.683  -0.158
O: -36.412 -8.882 -10.935  -0.214
C: -36.195 -9.727 -9.835  -0.096
N: -36.434 -7.012 -13.221  0.035
H: -39.233 -6.950 -11.278  0.066
H: -38.680 -8.037 -12.598  0.065
H: -39.225 -6.409 -12.891  0.067
H: -37.159 -5.623 -11.988  0.097
H: -37.189 -7.173 -9.840  0.111
H: -35.543 -7.319 -10.360  0.099
H: -35.231 -9.639 -9.334  0.067
H: -36.258 -10.736 -10.243  0.092
H: -37.053 -9.590 -9.177  0.090
H: -36.533 -8.016 -13.181  0.059
H: -35.457 -6.867 -13.009  0.069
C: -40.089 -0.047 -3.309  -0.011
C: -40.916 -0.305 -1.981  -0.567
C: -41.872 -1.469 -1.865  -0.034
O: -40.049 -0.310 -1.012  -0.026
H: -39.763 0.972 -3.519  0.076
H: -40.702 -0.413 -4.132  0.066
H: -39.255 -0.747 -3.254  0.056
H: -41.559 0.566 -1.852  0.126
H: -42.568 -1.402 -2.701  0.083
H: -42.355 -1.381 -0.892  0.046
H: -41.362 -2.429 -1.950  0.081
H: -39.538 -1.122 -0.983  0.069
C: -33.265 -4.617 -3.858  -0.058
C: -32.634 -5.624 -2.857  -0.468
C: -33.116 -5.055 -1.511  -0.046
O: -33.075 -6.901 -3.072  -0.035
H: -33.182 -4.948 -4.893  0.046
H: -32.711 -3.678 -3.872  0.086
H: -34.330 -4.406 -3.757  0.059
H: -31.552 -5.586 -2.981  0.144
H: -32.497 -4.191 -1.267  0.083
H: -32.852 -5.806 -0.767  0.059
H: -34.170 -4.785 -1.440  0.069
H: -33.966 -6.778 -3.409  0.048
C: -42.544 -7.901 -0.926  -0.042
C: -41.878 -7.439 0.460  -0.436
C: -41.196 -6.154 0.117  -0.084
O: -42.913 -7.181 1.442  -0.067
H: -41.798 -7.844 -1.719  0.054
H: -43.349 -7.168 -1.000  0.074
H: -43.047 -8.859 -0.798  0.072
H: -41.240 -8.250 0.812  0.130
H: -40.634 -5.624 0.886  0.077
H: -41.802 -5.406 -0.395  0.081
H: -40.597 -6.454 -0.743  0.056
H: -42.558 -7.118 2.331  0.079
C: -43.822 -3.885 -5.673  -0.033
C: -43.051 -5.081 -5.179  -0.545
C: -43.035 -5.371 -3.717  -0.062
O: -43.246 -6.282 -5.880  -0.036
H: -43.864 -3.026 -5.003  0.071
H: -44.838 -4.098 -6.004  0.081
H: -43.221 -3.569 -6.526  0.078
H: -42.002 -4.791 -5.232  0.102
H: -42.170 -5.913 -3.335  0.067
H: -43.951 -5.919 -3.494  0.091
H: -43.065 -4.410 -3.204  0.071
H: -42.673 -6.871 -5.382  0.023
C: -43.469 1.882 4.924  -0.058
C: -42.144 1.448 4.378  -0.532
C: -41.047 2.177 5.019  -0.068
O: -41.878 0.086 4.650  -0.075
H: -44.326 1.344 4.521  0.062
H: -43.760 2.895 4.647  0.084
H: -43.478 1.811 6.012  0.089
H: -42.181 1.480 3.289  0.124
H: -41.220 3.251 5.091  0.085
H: -40.170 2.077 4.379  0.075
H: -40.787 1.722 5.974  0.092
H: -42.678 -0.431 4.530  -0.001